(1)
Entry from OMol25: C10H15EuO4P as an isolated structure in a non-equilibrium geometry (ωB97M-V/def2-TZVPD).

## Properties
* net charge: +2
* energy: -1741.69496 Eh
* relative energy (zero: lowest compared OMol25 entry of this formula, charge and spin): 10.0493 eV
* frontier orbital gap (spin up / spin down): 6.392 / 6.521 eV
* 2S+1: 8
* M: 382.16 g mol⁻¹

```
31
Properties=species:S:1:pos:R:3:forces:R:3
O 0.00237 -3.01295 -0.03677 -0.29 -2.62 0.20
C -0.00897 -1.90822 -0.02810 2.67 -11.75 -0.97
Eu -0.14487 -0.00009 0.02236 -11.41 0.00 1.67
O -2.71186 0.00174 -3.24430 2.17 -0.03 2.54
C -1.97735 -0.00938 -2.37119 -2.08 0.00 -2.41
C 1.88747 0.00271 -0.33574 1.94 -0.04 -0.19
O 2.95884 0.00474 -0.52252 4.78 0.00 -0.80
C -0.00934 1.90515 0.02230 2.55 12.56 -0.56
O 0.00393 3.01353 0.03989 -0.29 2.12 0.08
C 2.76307 -0.68510 4.12039 0.21 0.01 0.10
C 1.27879 -1.05602 4.16047 0.82 -0.54 -0.16
P 0.37370 -0.31059 2.75157 1.38 -1.31 0.97
C -1.20583 -1.25662 2.91729 -0.60 0.59 0.14
C -1.82353 -1.27041 4.31858 -0.50 -0.05 0.12
C 0.53262 1.49089 3.15350 -0.67 0.40 0.02
C 0.28488 1.86872 4.61460 -0.20 0.31 0.34
H 3.20442 -1.01260 3.16496 0.02 0.16 0.40
H 3.28461 -1.19638 4.94623 -0.10 0.29 -0.39
H 2.91036 0.40046 4.23541 0.09 -0.39 -0.03
H 1.20568 -2.15360 4.06745 -0.20 0.37 0.05
H 0.84018 -0.76784 5.13488 -0.07 -0.05 -0.69
H -1.93645 -0.81022 2.22344 -0.24 -0.23 -0.05
H -1.01835 -2.30570 2.59516 0.23 0.74 0.01
H -2.04976 -0.24491 4.64581 0.06 -0.43 0.05
H -2.76955 -1.83468 4.27932 0.34 0.25 0.11
H -1.17048 -1.77044 5.04896 -0.24 0.27 -0.29
H 1.55022 1.83097 2.85038 -0.63 -0.51 -0.09
H -0.20638 2.03968 2.55313 0.20 0.12 0.01
H 1.03157 1.43224 5.29155 -0.30 0.09 -0.22
H 0.35703 2.96553 4.71182 -0.06 -0.45 0.00
H -0.72812 1.56579 4.92228 0.45 0.14 0.06
```
Forces are in eV/Å.

***

(2)
Entry from OMol25: C28H39FN10O3SeV as an isolated structure in a non-equilibrium geometry (ωB97M-V/def2-TZVPD).

## Properties
* net charge: +3
* energy: -5308.11630 Eh
* relative energy (zero: lowest compared OMol25 entry of this formula, charge and spin): 2.5256 eV
* frontier orbital gap (spin up / spin down): 6.992 / 7.030 eV
* 2S+1: 3
* M: 712.59 g mol⁻¹

```
83
Properties=species:S:1:pos:R:3:forces:R:3
V 2.64922 0.95309 -0.34616 0.40 1.18 0.52
N 2.57307 -0.48529 -1.90964 -1.22 -0.81 0.08
C 2.60366 -2.00053 -1.56141 -0.23 1.89 -0.64
C 3.21967 -1.73401 0.77192 -0.80 -1.64 1.15
N 3.58571 -0.34092 1.09575 0.52 0.71 0.41
C 5.06821 -0.10953 1.23709 0.60 -0.64 -0.40
C 5.50631 1.21440 0.57880 -0.46 -0.43 0.26
N 4.77706 1.24998 -0.69581 -0.56 -0.17 -0.27
C 2.91250 0.06859 2.35736 -1.68 -0.48 -0.14
C 3.05145 1.54985 2.67447 0.36 -0.32 0.03
N 2.62289 2.37319 1.54009 1.59 0.73 -1.15
H 1.78821 -0.26596 -2.53085 -0.10 -0.22 0.27
H 3.35044 -0.34182 -2.50265 1.40 0.19 -0.77
H 2.92256 -2.55776 -2.42893 -0.08 -0.10 -0.30
H 1.58579 -2.24007 -1.29084 -0.25 -0.25 0.22
H 3.66021 -2.45788 1.48815 0.08 0.57 -0.08
H 2.12555 -1.85050 0.91563 0.45 0.37 -0.02
H 5.60802 -0.92471 0.71595 -0.43 0.43 0.13
H 5.37408 -0.22915 2.28303 -0.14 0.31 -0.09
H 6.57160 1.22634 0.37393 0.22 -0.05 0.36
H 5.24712 2.11467 1.15771 0.15 -0.43 -0.19
H 5.17043 0.55845 -1.35175 -0.07 0.35 0.21
H 4.82712 2.17177 -1.09542 0.26 0.34 -0.52
H 3.28878 -0.47851 3.22648 -0.03 -0.31 -0.17
H 1.83033 -0.22185 2.16226 1.11 0.54 0.72
H 4.09149 1.75490 2.96515 -0.28 0.12 -0.30
H 2.47213 1.78892 3.54438 -0.36 -0.08 0.58
H 3.23967 3.20791 1.44450 -0.49 -0.88 0.00
H 1.71816 2.79441 1.66455 -0.53 -0.22 0.13
F -3.17754 -1.20072 2.63794 -0.36 0.42 -0.01
C -3.09621 -0.25864 1.67192 0.64 -0.61 -0.14
C -1.81830 -0.02622 1.22785 -0.34 0.12 1.10
C -1.58535 0.84965 0.17049 -0.18 0.65 -0.68
C -0.30003 1.22573 -0.35291 1.84 -0.37 -0.08
O 0.76052 0.67455 0.13656 -0.54 -0.33 0.29
C -0.19582 2.16556 -1.40606 -0.36 -0.33 0.65
C -1.36082 2.59615 -1.95684 -0.12 1.01 -1.30
N -2.55200 2.16027 -1.61633 -1.19 -0.39 0.60
C -3.78550 2.59335 -2.28885 0.64 0.80 0.72
C -3.76551 2.90962 -3.74257 -1.29 -0.21 0.01
C -4.53928 1.69559 -3.19059 -0.18 -0.80 -0.49
C -2.70137 1.37118 -0.47290 -1.58 -0.62 -0.29
C -4.02918 1.01789 -0.05258 0.47 0.28 0.03
C -4.28430 0.24631 1.06534 0.72 -1.28 0.62
N -5.55790 -0.24073 1.49729 0.70 1.01 -0.81
C -6.40679 -0.86597 0.50756 -1.12 0.29 -0.15
C -7.80871 -0.22059 0.58080 0.46 0.67 0.47
N -8.05646 0.09225 2.07792 -0.16 -0.04 0.13
C -7.33539 -0.84774 3.06121 -0.88 -0.63 -1.37
C -5.82415 -0.68895 2.87380 0.27 -0.48 -0.25
C 1.03606 2.79025 -2.01237 0.52 -1.24 1.78
O 0.94500 3.52915 -2.93703 0.58 0.33 -0.41
O 2.15549 2.43670 -1.32767 -0.75 0.70 -1.33
H -1.03344 -0.49821 1.81107 0.08 0.05 -0.36
H -1.26621 3.35691 -2.74438 -0.38 -0.49 0.18
H -4.34023 3.19219 -1.57493 -0.14 0.32 -0.41
H -2.88042 2.75058 -4.33137 0.23 -0.31 0.03
H -4.36091 3.75198 -4.11025 0.25 -0.31 0.37
H -4.18648 0.66311 -3.36210 0.17 0.81 -0.05
H -5.64092 1.70691 -3.11693 0.71 0.37 -0.17
H -4.83756 1.36286 -0.65758 -0.45 0.14 -0.09
H -6.48056 -1.91819 0.69939 0.03 -0.82 0.02
H -6.05611 -0.73973 -0.50848 0.32 0.03 -0.06
H -8.67676 -0.76209 0.15069 0.74 0.10 0.43
H -7.72426 0.77667 0.11947 -0.35 -0.41 0.06
H -9.07212 0.09377 2.23886 0.36 0.04 0.19
H -7.71091 1.03817 2.24160 -0.18 0.02 0.05
H -7.70707 -1.82415 2.73389 0.34 -0.04 0.17
H -7.70733 -0.72644 4.08073 0.20 0.45 -0.19
H -5.32286 -1.66469 3.09142 -0.48 0.82 0.12
H -5.48649 0.09273 3.54133 0.38 -0.04 0.27
Se 3.82172 -5.75791 0.34604 1.11 1.72 0.68
N 4.67689 -4.27120 0.79436 -0.99 -2.16 -0.37
C 5.40312 -3.66348 -0.23676 -0.28 0.35 0.09
C 6.63858 -4.10700 -0.67399 0.92 -1.91 0.14
C 7.17013 -3.58154 -1.83423 0.05 0.52 0.32
C 6.54440 -2.46388 -2.37319 1.14 -0.13 -0.18
N 5.47360 -1.88747 -1.85387 -1.32 -0.33 0.22
C 4.84549 -2.54762 -0.85237 0.59 -0.06 -0.89
N 3.50909 -2.20804 -0.52876 1.03 0.33 0.42
H 7.09815 -4.99486 -0.16249 -0.45 1.01 -0.56
H 8.08808 -3.90308 -2.32435 -0.26 -0.27 0.41
H 7.06355 -2.05897 -3.23853 -0.58 0.55 0.03
```
Forces are in eV/Å.

***

(3)
Entry from OMol25: a 2-piece molecular cluster, C5H11NO overall in a non-equilibrium geometry (ωB97M-V/def2-TZVPD).

## Properties
* energy: -326.75274 Eh
* relative energy (zero: lowest compared OMol25 entry of this formula, charge and spin): 10.3025 eV
* frontier orbital gap: 3.841 eV
* 2S+1: 1
* M: 101.15 g mol⁻¹

```
18
Properties=species:S:1:pos:R:3:forces:R:3
N 1.30088 0.69241 -0.56205 0.07 1.90 -2.94
C 0.04726 0.17230 -0.47963 0.75 -0.95 -2.38
C -1.05181 0.77645 -1.17121 1.11 -0.19 4.83
C -0.86743 0.71993 0.52467 -2.88 -0.15 -1.11
C -1.96998 -0.03413 1.21275 -0.53 -0.78 -1.48
C -0.05409 -1.34928 -0.68746 2.00 -0.79 1.14
H 2.19365 0.36400 -0.15943 1.32 -0.79 0.56
H 1.31914 1.25802 -1.46543 0.88 -0.46 2.10
H -1.16767 1.72092 -1.57010 -0.03 1.66 -1.73
H -0.61054 1.61956 1.01512 0.41 1.26 -0.14
H -1.83493 -1.05427 1.38228 1.29 -1.78 0.94
H -2.48841 0.32484 2.08949 0.16 0.86 -0.17
H 0.26736 -1.78491 -1.60559 0.38 0.79 -1.25
H 0.62541 -1.83353 0.01193 -0.29 0.09 0.59
H -1.03442 -1.62637 -0.59101 -2.24 -1.07 0.69
H 4.44349 0.16617 0.96832 -2.27 -0.07 -0.63
H -2.57788 -0.18480 0.32977 -1.48 0.42 0.74
O 3.45998 0.05268 0.75755 1.36 0.06 0.20
```
Forces are in eV/Å.